# 1
Below is a 3-piece molecular cluster, C15H26BN4O6PS overall in a non-equilibrium geometry, with properties calculated with ωB97M-V with the def2-TZVPD basis set.

Output
Kohn-Sham gap in eV: 7.963
HOMO level in eV: -7.7
Structure (SMILES): CCB(O)[C@@]1(P(N)O)C(=O)O[C@@H](c2ccccn2)[C@@H]1S.CC(N)=O.CC(N)=O

Bonds (Å) are listed after each position.
Element x y z (Å)
1 C 1.691 -2.647 2.225  C2 1.634, H21 1.152, H22 1.142, H23 1.145
2 C 2.252 -1.249 1.594  C1 1.634, B3 1.622, H24 1.141, H25 1.158
3 B 1.182 -0.695 0.508  C2 1.622, O4 1.470, C5 1.624
4 O 0.201 -1.669 0.008  B3 1.470, H26 0.990
5 C 1.057 0.816 -0.074  B3 1.624, P6 1.899, C9 1.623, C19 1.661
6 P 2.209 2.201 0.526  C5 1.899, N7 1.791, O8 1.720
7 N 2.858 2.948 -0.966  P6 1.791, H27 1.041, H28 1.034
8 O 3.587 1.613 1.372  P6 1.720, H29 0.991
9 C 0.744 0.653 -1.658  C5 1.623, O10 1.263, O11 1.453
10 O 1.647 0.644 -2.540  C9 1.263
11 O -0.683 0.480 -1.873  C9 1.453, C12 1.445
12 C -1.479 1.238 -0.934  O11 1.445, C13 1.622, C19 1.643, H30 1.151
13 C -2.692 0.464 -0.185  C12 1.622, C14 1.540, N18 1.421
14 C -2.911 -1.058 -0.282  C13 1.540, C15 1.566, H31 1.151
15 C -4.031 -1.873 0.448  C14 1.566, C16 1.581, H32 1.136
16 C -4.938 -0.928 1.334  C15 1.581, C17 1.542, H33 1.145
17 C -4.575 0.570 1.300  C16 1.542, N18 1.418, H34 1.156
18 N -3.547 1.268 0.616  C13 1.421, C17 1.418
19 C -0.438 1.420 0.324  C5 1.661, C12 1.643, S20 1.864, H35 1.141
20 S -0.557 3.176 0.936  C19 1.864, H36 1.388
21 H 0.676 -2.400 2.712  C1 1.152
22 H 1.517 -3.451 1.433  C1 1.142
23 H 2.398 -3.083 3.014  C1 1.145
24 H 2.424 -0.543 2.474  C2 1.141
25 H 3.229 -1.479 1.016  C2 1.158
26 H 0.618 -2.222 -0.699  O4 0.990
27 H 2.644 3.965 -0.904  N7 1.041
28 H 3.879 2.801 -0.895  N7 1.034
29 H 3.282 1.522 2.311  O8 0.991
30 H -1.745 2.284 -1.335  C12 1.151
31 H -2.171 -1.652 -0.933  C14 1.151
32 H -4.158 -3.000 0.389  C15 1.136
33 H -5.801 -1.343 1.962  C16 1.145
34 H -5.251 1.236 1.961  C17 1.156
35 H -0.786 0.661 1.103  C19 1.141
36 H -0.619 3.946 -0.218  S20 1.388
37 C 6.524 1.214 1.241  C38 1.503, H41 1.092, H42 1.092, H43 1.093
38 C 7.299 -0.072 1.313  C37 1.503, N39 1.361, O40 1.220
39 N 8.202 -0.282 0.316  C38 1.361, H44 1.006, H45 1.009
40 O 7.144 -0.893 2.202  C38 1.220
41 H 6.718 1.797 2.143  C37 1.092
42 H 5.459 0.985 1.174  C37 1.092
43 H 6.809 1.811 0.371  C37 1.093
44 H 8.364 0.366 -0.437  N39 1.006
45 H 8.734 -1.138 0.342  N39 1.009
46 C -7.083 -0.159 -2.492  C47 1.503, H50 1.092, H51 1.091, H52 1.092
47 C -6.280 -1.427 -2.399  C46 1.503, N48 1.360, O49 1.220
48 N -5.342 -1.611 -3.366  C47 1.360, H53 1.006, H54 1.009
49 O -6.445 -2.254 -1.517  C47 1.220
50 H -6.933 0.424 -1.582  C46 1.092
51 H -8.140 -0.414 -2.594  C46 1.091
52 H -6.786 0.448 -3.350  C46 1.092
53 H -5.171 -0.956 -4.111  N48 1.006
54 H -4.790 -2.454 -3.324  N48 1.009

Löwdin population analysis, charges in e, atoms 1 to 6: number 1, C, carries -0.128; number 2, C, carries -0.144; number 3, B, carries -0.373; number 4, O, carries 0.033; number 5, C, carries -0.319; number 6, P, carries 0.897

# 2
Below is a 2-piece molecular cluster, CHIOS2 overall in a non-equilibrium geometry, with properties calculated with ωB97M-V with the def2-TZVPD basis set.

Output
Kohn-Sham gap (spin up / spin down) in eV: 7.250 / 7.244
HOMO level (spin up / spin down) in eV: -9.0 / -9.0
Structure (SMILES): S=CI.O=S
ΔE to the lowest compared entry with this formula, charge and spin in eV: 3.133

Bonds (Å) are listed after each position.
Element x y z (Å)
1 S -0.876 0.400 -1.762  C2 1.570
2 C 0.667 0.601 -1.558  S1 1.570, I3 2.119, H4 1.038
3 I 1.999 1.233 -0.036  C2 2.119
4 H 1.316 0.184 -2.253  C2 1.038
5 O 4.568 -0.444 -0.265  S6 1.486
6 S 4.893 -1.819 0.196  O5 1.486

From a Löwdin analysis of the wavefunction, the atomic charges in e read: number 1, S, carries 0.642; number 2, C, carries -1.261; number 3, I, carries 0.823; number 4, H, carries -0.084; number 5, O, carries -0.828; number 6, S, carries 0.708

# 3
Below is a 3-piece molecular cluster, C4H10O2 overall in a non-equilibrium geometry, with properties calculated with ωB97M-V with the def2-TZVPD basis set.

Output
Kohn-Sham gap in eV: 9.426
HOMO level in eV: -8.8
Structure (SMILES): C=CC=C.O.O
ΔE to the lowest compared entry with this formula, charge and spin in eV: 4.012

Bonds (Å) are listed after each position.
Element x y z (Å)
1 C 0.691 1.185 -2.026  C2 1.378, H5 1.024, H6 1.133
2 C 0.375 1.456 -0.712  C1 1.378, C3 1.508, H7 1.132
3 C -0.289 2.730 -0.255  C2 1.508, C4 1.361, H8 1.096
4 C -1.196 2.593 0.751  C3 1.361, H9 1.125, H10 1.074
5 H 1.089 1.951 -2.577  C1 1.024
6 H 0.644 0.259 -2.678  C1 1.133
7 H 0.557 0.625 0.035  C2 1.132
8 H 0.228 3.696 -0.292  C3 1.096
9 H -1.663 3.525 1.172  C4 1.125
10 H -1.378 1.581 1.063  C4 1.074
11 O -0.020 -1.987 2.170  H12 1.007, H13 0.915
12 H -0.951 -1.948 1.787  O11 1.007
13 H 0.477 -1.220 2.134  O11 0.915
14 O 0.353 -4.017 -0.542  H15 0.967, H16 1.005
15 H 1.241 -3.807 -0.223  O14 0.967
16 H -0.391 -4.411 0.007  O14 1.005

Löwdin population analysis, charges in e, atoms 1 to 6: number 1, C, carries 0.006; number 2, C, carries -0.189; number 3, C, carries -0.192; number 4, C, carries -0.011; number 5, H, carries 0.007; number 6, H, carries 0.079

no.,calculated total energy (eV)
1,-55019.1928
2,-32868.5159
3,-8401.5352